Entry from the OMol25 dataset: one molecule with the formula C11H14 (ωB97M-V/def2-TZVPD).

```
25
Properties=species:S:1:pos:R:3:forces:R:3:lowdin_charge:R:1
C -3.350 0.191 -0.156 0.7 -1.5 0.8 -0.09
C -1.929 -0.209 -0.744 -3.1 -1.8 -1.2 -0.23
C -0.761 0.213 0.025 -0.2 0.0 1.0 -0.36
C -1.053 1.669 0.438 1.1 1.0 1.5 -0.09
C -0.105 2.570 0.220 3.0 0.1 -1.5 -0.04
C 1.089 2.113 -0.255 -2.3 -1.4 0.3 0.04
C 1.719 1.031 -0.606 -0.9 -0.1 1.4 -0.01
C 0.485 -0.168 -0.658 2.6 2.0 0.9 -0.05
C 1.888 -0.371 0.019 -0.7 0.9 -3.9 -0.46
C 2.846 -1.317 -0.710 2.0 3.0 1.4 -0.02
C 1.755 -0.478 1.467 0.3 3.6 1.3 -0.03
H -3.151 0.290 0.924 -0.6 0.3 -0.3 0.06
H -4.113 -0.628 -0.218 0.9 0.5 -0.3 0.08
H -3.839 1.065 -0.549 0.3 0.6 -0.1 0.06
H -1.794 0.136 -1.770 -0.3 -0.1 -0.2 0.12
H -1.961 -1.314 -0.716 0.1 0.3 -0.6 0.12
H -0.729 -0.425 0.896 -0.4 0.3 1.2 0.14
H -1.871 1.938 1.127 0.2 -0.7 -0.6 0.10
H 0.373 -0.527 -1.641 0.1 -0.4 -1.2 0.12
H 2.484 -2.267 -0.648 -0.9 -2.8 0.0 0.04
H 3.823 -1.256 -0.140 -0.9 -0.3 -0.6 0.11
H 3.113 -1.029 -1.720 -0.5 0.1 -0.2 0.08
H 1.274 0.547 1.712 0.2 -2.0 0.4 0.13
H 2.675 -0.461 2.066 -0.1 -0.5 -0.4 0.10
H 1.132 -1.312 1.636 -0.7 -0.9 0.9 0.08
```
Forces are in eV/Å.

## Properties
Kohn-Sham gap (spin up / spin down) = 7.868 / 7.863 eV
Spin multiplicity = 1
SMILES = CC[C@@H]1C=C=C=C2[C@H]1C2(C)C
Lowest unoccupied orbital energy (spin up / spin down) = 0.000 / 0.000 hartree
Net charge = 0
E_HOMO (spin up / spin down) = -7.861 / -7.857 eV
Electronic energy = -427.26194 Ha
Energy relative to the best compared isomer or geometry (same formula, charge and spin) = 5.9824 eV

***

Entry from the OMol25 dataset: a 2-piece molecular cluster, C11H14BClNO5 overall (ωB97M-V/def2-TZVPD).

```
33
Properties=species:S:1:pos:R:3:forces:R:3:lowdin_charge:R:1
C -3.002 -0.650 0.735 -0.3 -0.3 0.4 -0.15
C -2.248 0.261 1.705 -0.2 0.2 -0.2 -0.74
Cl -1.213 -0.717 2.774 0.0 -0.1 0.1 0.67
C -1.469 1.419 1.071 0.2 -0.1 -0.1 -0.19
C -0.125 1.122 0.446 0.2 0.1 0.1 -0.22
C 0.886 2.092 0.552 0.0 -0.1 0.0 -0.01
C 2.133 1.927 -0.033 -0.1 -0.1 -0.2 0.03
C 2.352 0.749 -0.724 -0.1 0.0 0.0 -0.07
C 1.374 -0.219 -0.818 0.0 0.3 0.0 -0.06
C 0.126 -0.056 -0.251 0.0 0.1 -0.1 0.04
C 1.905 -1.367 -1.605 0.0 -0.1 -0.5 -0.34
O 1.295 -2.351 -1.921 0.1 -0.2 0.2 0.15
N 3.253 -1.063 -1.942 0.2 0.6 1.0 0.21
B 4.284 -2.080 -1.602 0.4 -0.3 -0.8 -0.67
O 4.334 -3.186 -2.388 -0.7 0.0 0.4 0.22
O 5.149 -1.842 -0.555 -0.5 0.1 0.1 0.19
C 3.544 0.267 -1.470 -0.1 -0.2 -0.3 -0.34
O 4.554 0.858 -1.708 0.1 0.0 0.1 0.18
H -3.877 -1.066 1.248 0.0 -0.1 0.0 0.06
H -2.421 -1.520 0.437 0.1 0.1 -0.2 0.07
H -3.350 -0.112 -0.149 0.2 0.0 -0.1 0.07
H -2.977 0.719 2.376 0.0 0.0 0.0 0.08
H -1.331 2.186 1.834 0.0 0.0 0.0 0.11
H -2.105 1.851 0.289 -0.1 0.1 0.1 0.12
H 0.699 3.003 1.108 -0.1 0.0 0.0 0.12
H 2.904 2.682 0.033 0.0 0.0 0.0 0.13
H -0.618 -0.830 -0.363 0.0 0.0 0.0 0.11
H 4.666 -3.964 -1.929 0.4 0.0 -0.2 0.12
H 5.056 -2.433 0.195 0.3 -0.1 0.0 0.12
O -5.740 1.051 0.720 -0.1 0.1 0.0 0.35
H -6.109 1.728 1.327 0.0 0.0 0.0 0.21
H -5.744 1.357 -0.212 0.0 0.0 0.0 0.21
H -6.185 0.183 0.820 0.1 0.0 0.0 0.21
```
Forces are in eV/Å.

## Properties
Kohn-Sham gap = 6.155 eV
Spin multiplicity = 1
Lowest unoccupied orbital energy = -0.210 hartree
Net charge = +1
E_HOMO = -11.873 eV
Electronic energy = -1343.39680 Ha

***

Entry from the OMol25 dataset: C11H14Br3Cl2N2O6P5S as an isolated structure (ωB97M-V/def2-TZVPD).

```
44
Properties=species:S:1:pos:R:3:forces:R:3:lowdin_charge:R:1
C -2.438 -3.718 -3.587 -0.2 -0.1 0.2 -0.28
P -0.845 -3.368 -2.757 0.3 -0.1 0.1 0.91
O 0.129 -3.096 -4.076 -0.1 -0.1 -0.1 -0.33
C -1.186 -1.611 -2.270 0.1 -0.5 0.4 -0.28
C -1.657 -0.709 -3.163 -0.1 0.6 -0.3 -0.11
C -1.886 0.660 -2.838 0.1 -0.3 -0.4 -0.39
P -2.539 1.727 -4.203 -0.2 -0.1 -0.1 0.59
O -2.022 0.889 -5.505 0.0 0.2 0.1 -0.38
Cl -1.087 3.210 -4.187 0.2 0.1 0.0 0.23
C -1.672 1.083 -1.553 -0.2 0.6 -0.3 -0.36
P -2.104 2.760 -0.971 -0.4 0.0 0.9 0.34
S -3.184 2.952 0.635 0.0 -0.1 -0.2 0.10
C -1.124 0.188 -0.621 0.2 -0.5 0.3 -0.22
N -0.779 0.671 0.589 0.1 0.0 0.2 0.16
C -0.257 -0.143 1.464 0.0 -0.1 -0.1 -0.29
C 0.142 0.479 2.783 -0.5 0.0 0.1 -0.17
P 1.466 1.680 2.573 0.0 0.3 -0.6 0.42
O 1.226 2.747 1.593 0.0 -0.2 0.2 -0.26
O 1.776 2.223 4.043 -0.1 0.0 0.0 -0.13
O 2.755 0.786 2.248 -0.1 -0.1 0.0 -0.12
C -0.093 -1.539 1.151 0.0 0.3 0.0 -0.40
P 0.618 -2.719 2.401 0.1 0.1 -0.1 0.54
O 1.690 -3.473 1.428 0.2 0.2 0.0 -0.35
Cl -0.899 -4.069 2.317 -0.2 -0.2 0.1 0.26
N -0.395 -2.015 -0.026 0.0 0.1 0.0 0.12
C -0.890 -1.163 -0.959 0.0 0.1 0.3 -0.20
H -2.902 -2.855 -4.065 0.1 -0.1 -0.1 0.03
H -3.124 -4.076 -2.813 0.0 0.0 -0.1 0.04
H -2.296 -4.527 -4.308 0.0 0.0 0.1 0.04
H -0.365 -3.051 -4.902 0.1 0.1 0.0 0.04
H -1.855 -1.042 -4.171 0.0 0.1 -0.1 0.08
H -1.055 0.881 -5.563 0.0 -0.2 -0.1 0.05
H -0.872 3.424 -0.935 0.0 0.1 -0.2 -0.01
H -2.788 3.260 -2.082 0.2 0.1 -0.2 -0.08
H -0.726 1.034 3.157 0.1 0.0 0.0 0.12
H 0.405 -0.262 3.538 0.2 0.1 0.0 0.06
H 1.617 3.180 4.016 0.1 0.0 0.2 0.10
H 2.896 0.785 1.290 0.2 0.1 0.1 0.09
H 2.587 -3.262 1.721 0.0 -0.2 0.0 0.05
C 4.640 2.385 5.663 0.0 -0.1 0.0 -1.66
Br 4.592 1.527 7.382 0.0 0.0 0.0 0.58
Br 4.672 4.300 5.826 0.0 0.0 0.0 0.57
Br 6.100 1.741 4.591 0.0 0.0 0.0 0.57
H 3.727 2.125 5.147 0.0 0.0 0.0 -0.08
```
Forces are in eV/Å.

## Properties
Kohn-Sham gap = 7.060 eV
Spin multiplicity = 1
Lowest unoccupied orbital energy = -0.052 hartree
Net charge = 0
E_HOMO = -8.484 eV
Electronic energy = -11736.12460 Ha
Energy relative to the best compared isomer or geometry (same formula, charge and spin) = 0.0000 eV

***

Entry from the OMol25 dataset: C11H14CuN2O5S as an isolated structure (ωB97M-V/def2-TZVPD).

```
34
Properties=species:S:1:pos:R:3:forces:R:3:mulliken_spin:R:1
Cu -0.608 1.058 -0.238 0.0 0.2 -0.1 0.65
O -1.447 -1.211 -0.085 0.1 -0.1 0.0 0.00
C -1.965 -1.225 1.245 0.0 0.0 0.0 0.00
C -0.950 -0.537 2.132 0.0 0.0 0.0 0.00
N -0.805 0.896 1.811 0.0 0.0 0.0 0.10
C 0.466 1.416 2.337 -0.1 0.0 0.0 0.00
C 1.623 1.051 1.397 0.0 0.0 -0.1 0.00
O 2.745 0.913 1.834 0.1 0.0 0.0 0.00
O 1.284 0.964 0.143 0.1 0.0 0.1 0.06
C -2.014 1.666 2.146 0.0 0.0 0.0 0.00
C -2.972 1.796 0.946 0.1 0.0 -0.1 0.00
O -4.142 2.027 1.167 -0.1 0.0 0.0 0.01
O -2.419 1.677 -0.221 -0.1 -0.1 0.1 0.07
H -2.169 -1.151 -0.719 0.0 0.1 0.0 0.00
H -2.100 -2.254 1.586 0.0 0.0 0.0 0.00
H -2.932 -0.720 1.293 0.0 0.0 0.0 0.00
H 0.021 -1.015 1.987 0.0 0.0 0.0 0.00
H -1.235 -0.653 3.184 0.0 0.0 0.0 0.00
H 0.677 1.060 3.347 0.0 0.0 0.0 0.00
H 0.414 2.506 2.362 0.0 0.0 0.0 0.00
H -1.727 2.677 2.436 0.0 0.0 0.0 0.00
H -2.554 1.223 2.985 0.0 0.0 0.0 0.00
S -0.471 0.923 -2.594 0.0 -0.1 0.1 0.08
C 0.845 -0.177 -2.727 0.0 0.0 0.0 0.00
N 2.064 0.161 -2.253 0.0 0.0 0.0 0.01
C 3.140 -0.651 -2.241 0.0 0.1 0.0 0.00
C 3.064 -1.889 -2.805 0.0 0.0 0.0 0.01
C 1.837 -2.285 -3.354 -0.1 0.0 0.0 0.00
C 0.748 -1.451 -3.313 0.0 0.0 -0.1 0.00
H 2.105 1.029 -1.725 0.0 -0.1 0.1 0.00
H 4.020 -0.262 -1.752 0.0 0.0 0.0 0.00
H 3.924 -2.540 -2.801 0.0 0.0 0.0 0.00
H 1.742 -3.267 -3.800 0.0 0.0 0.0 0.00
H -0.210 -1.752 -3.709 0.0 0.0 0.0 0.00
```
Forces are in eV/Å.

## Properties
Kohn-Sham gap (spin up / spin down) = 8.191 / 8.118 eV
Spin multiplicity = 2
⟨S²⟩ = 0.754
Lowest unoccupied orbital energy (spin up / spin down) = -0.016 / -0.028 hartree
Net charge = 0
E_HOMO (spin up / spin down) = -8.614 / -8.890 eV
Electronic energy = -2952.00817 Ha
Energy relative to the best compared isomer or geometry (same formula, charge and spin) = 0.0000 eV

***

> Which value of electronic energy does entry 1 give?

-427.26194 Ha

***

Please write out number 2 again, unchanged.
Entry from the OMol25 dataset: a 2-piece molecular cluster, C11H14BClNO5 overall (ωB97M-V/def2-TZVPD).

```
33
Properties=species:S:1:pos:R:3:forces:R:3:lowdin_charge:R:1
C -3.002 -0.650 0.735 -0.3 -0.3 0.4 -0.15
C -2.248 0.261 1.705 -0.2 0.2 -0.2 -0.74
Cl -1.213 -0.717 2.774 0.0 -0.1 0.1 0.67
C -1.469 1.419 1.071 0.2 -0.1 -0.1 -0.19
C -0.125 1.122 0.446 0.2 0.1 0.1 -0.22
C 0.886 2.092 0.552 0.0 -0.1 0.0 -0.01
C 2.133 1.927 -0.033 -0.1 -0.1 -0.2 0.03
C 2.352 0.749 -0.724 -0.1 0.0 0.0 -0.07
C 1.374 -0.219 -0.818 0.0 0.3 0.0 -0.06
C 0.126 -0.056 -0.251 0.0 0.1 -0.1 0.04
C 1.905 -1.367 -1.605 0.0 -0.1 -0.5 -0.34
O 1.295 -2.351 -1.921 0.1 -0.2 0.2 0.15
N 3.253 -1.063 -1.942 0.2 0.6 1.0 0.21
B 4.284 -2.080 -1.602 0.4 -0.3 -0.8 -0.67
O 4.334 -3.186 -2.388 -0.7 0.0 0.4 0.22
O 5.149 -1.842 -0.555 -0.5 0.1 0.1 0.19
C 3.544 0.267 -1.470 -0.1 -0.2 -0.3 -0.34
O 4.554 0.858 -1.708 0.1 0.0 0.1 0.18
H -3.877 -1.066 1.248 0.0 -0.1 0.0 0.06
H -2.421 -1.520 0.437 0.1 0.1 -0.2 0.07
H -3.350 -0.112 -0.149 0.2 0.0 -0.1 0.07
H -2.977 0.719 2.376 0.0 0.0 0.0 0.08
H -1.331 2.186 1.834 0.0 0.0 0.0 0.11
H -2.105 1.851 0.289 -0.1 0.1 0.1 0.12
H 0.699 3.003 1.108 -0.1 0.0 0.0 0.12
H 2.904 2.682 0.033 0.0 0.0 0.0 0.13
H -0.618 -0.830 -0.363 0.0 0.0 0.0 0.11
H 4.666 -3.964 -1.929 0.4 0.0 -0.2 0.12
H 5.056 -2.433 0.195 0.3 -0.1 0.0 0.12
O -5.740 1.051 0.720 -0.1 0.1 0.0 0.35
H -6.109 1.728 1.327 0.0 0.0 0.0 0.21
H -5.744 1.357 -0.212 0.0 0.0 0.0 0.21
H -6.185 0.183 0.820 0.1 0.0 0.0 0.21
```
Forces are in eV/Å.

## Properties
Kohn-Sham gap = 6.155 eV
Spin multiplicity = 1
Lowest unoccupied orbital energy = -0.210 hartree
Net charge = +1
E_HOMO = -11.873 eV
Electronic energy = -1343.39680 Ha

***

> Among the records above, which one has the highest electronic energy?

C11H14